Entry 1:
Density functional theory data (wB97M-V/def2-TZVPD) for a molecular structure, C9H5InNO4S.

XYZ file:
```
21
Properties=species:S:1:pos:R:3:forces:R:3:nbo_charge:R:1
In -0.94101 0.19360 0.86108 -0.1187 0.2569 -0.3658 1.301
O 3.74736 -1.51037 -2.47701 -2.5374 1.6911 0.4910 -0.432
C 2.80403 -0.89365 -2.27390 2.4623 -1.6707 -0.4275 0.440
C -2.73543 -1.09843 -0.31121 -2.9451 -3.6401 -1.6410 0.507
O -3.42280 -1.93533 -0.70436 2.9964 3.8168 1.6959 -0.243
C 0.00475 2.39211 1.55542 2.4795 3.0840 2.2697 0.504
O 0.63185 3.17200 2.11771 -2.5750 -3.0179 -2.3246 -0.254
C -0.76730 1.43785 -1.62626 0.2333 1.3665 -2.8898 0.510
O -0.70765 1.95452 -2.64375 -0.2144 -1.8193 3.6050 -0.269
S -0.80392 -1.04355 2.99584 -0.1481 0.2868 -0.6617 0.053
C 0.71245 -1.92191 2.91935 1.0229 -0.9632 0.6235 -0.006
N 1.67325 -1.54963 3.83789 0.5426 -0.6139 -0.9837 -0.434
C 2.86578 -2.21940 3.96631 -1.4156 0.4762 0.2273 0.130
C 3.07732 -3.36328 3.21098 -0.1195 -0.1961 -0.3823 -0.169
C 2.10009 -3.79450 2.29562 0.6586 -0.1475 0.2760 -0.060
C 0.90636 -3.08806 2.16662 -0.2358 1.1730 0.1636 -0.191
H 1.48670 -0.71714 4.39734 0.2364 -0.1980 0.0875 0.464
H 3.55734 -1.82965 4.71508 -0.1517 -0.1241 -0.2363 0.289
H 4.01465 -3.90822 3.34157 -0.2923 0.1443 -0.0991 0.303
H 2.28147 -4.68560 1.68064 -0.1046 0.3488 0.3404 0.294
H 0.12855 -3.35745 1.45464 0.2263 -0.2535 0.2320 0.262
```
Positions in Å, forces in eV/Å.

Output
Electronic energy in hartree: -1288.7699
Total charge: +3
Orbital gap (spin up / spin down) in eV: 6.235 / 6.235
HOMO (spin up / spin down) in eV: -20.89 / -20.89
ΔE to the lowest compared entry with this formula, charge and spin in kcal per mole: 11.0

***

Entry 2:
Density functional theory data (wB97M-V/def2-TZVPD) for a molecular structure, C9H5InNO4S.

XYZ file:
```
21
Properties=species:S:1:pos:R:3:forces:R:3:nbo_charge:R:1
O -1.53696 3.40210 0.62733 -0.6442 -3.9536 -1.8369 -0.218
C -1.74994 2.39171 0.13184 0.3611 5.3489 2.4871 0.513
In -2.03967 0.57923 -1.14347 1.1778 0.2001 -0.7348 1.048
O -4.54863 2.05747 -3.57818 3.0677 -2.0081 3.5803 -0.244
C -3.85152 1.60530 -2.78165 -2.4453 1.6192 -2.9858 0.570
C -2.83331 -0.27063 1.15919 -1.1809 -0.7650 2.2143 0.518
O -3.26206 -0.62080 2.14528 1.0652 0.7985 -2.2718 -0.253
C -2.38394 -1.58864 -1.56297 -1.2597 -5.3746 -2.1758 0.515
O -2.50354 -2.66152 -1.94581 0.6130 4.1644 1.6090 -0.207
S 0.40387 0.55817 -1.80525 -1.4938 0.2935 -0.7034 -0.022
C 1.19323 -0.02052 -0.38004 1.7209 -0.3128 1.7383 0.005
N 2.15477 0.83162 0.14963 -0.3110 -0.8703 0.3170 -0.443
C 3.02679 0.45873 1.14608 -0.8073 0.7024 -1.1822 0.124
C 2.94165 -0.81810 1.64614 -0.1286 -0.6018 0.1635 -0.193
C 1.98969 -1.72364 1.15920 0.1291 0.3300 0.0236 -0.055
C 1.12570 -1.32017 0.14524 -0.6733 0.6648 -0.6988 -0.230
H 2.20708 1.77186 -0.25220 0.2169 -0.2710 0.1991 0.462
H 3.74591 1.22056 1.46924 -0.2894 -0.3854 -0.1190 0.288
H 3.62673 -1.11972 2.42150 0.1201 -0.0286 0.1130 0.294
H 1.92197 -2.74341 1.54418 0.1413 0.3266 -0.0316 0.287
H 0.37217 -1.98959 -0.29529 0.6204 0.1230 0.2948 0.241
```
Positions in Å, forces in eV/Å.

Output
Electronic energy in hartree: -1288.7874
Total charge: +3
Orbital gap in eV: 6.596
HOMO in eV: -20.20
ΔE to the lowest compared entry with this formula, charge and spin in kcal per mole: 0.0

***

Entry 3:
Density functional theory data (wB97M-V/def2-TZVPD) for a molecular structure, C9H5LuNO4.

XYZ file:
```
20
Properties=species:S:1:pos:R:3:forces:R:3:nbo_charge:R:1
O 0.44889 -3.24461 -0.20352 -1.2191 4.6533 0.3106 -0.186
C 0.11879 -2.14795 -0.11356 1.3735 -6.4318 -0.4746 0.398
Lu -0.73747 -0.01163 0.25575 -0.9302 -0.1851 2.6856 1.924
O -2.26564 -0.00131 -2.90866 2.5972 -0.0147 4.5159 -0.166
C -1.70403 -0.00292 -1.90334 -3.4033 0.0577 -6.2882 0.383
C 1.49311 0.00996 -0.40233 7.2275 0.1025 -1.2845 0.399
O 2.63941 0.02470 -0.56982 -5.5961 -0.0822 0.7682 -0.221
C 0.08271 2.14974 -0.04044 1.5390 6.8869 -0.2904 0.401
O 0.43438 3.24735 -0.08210 -1.4902 -5.0592 0.0979 -0.190
C 0.72630 -0.06635 4.96540 -0.0511 -0.1847 0.1687 -0.037
C 1.24924 0.96833 4.18750 -0.0067 0.2238 -0.4735 -0.181
C 0.96633 0.97285 2.83186 -0.0494 -0.1844 0.7286 0.054
N 0.18604 0.00729 2.29311 -0.1961 0.1152 -1.4021 -0.720
C -0.29036 -1.02585 3.02960 0.3511 0.3325 0.8569 0.019
C -0.02974 -1.09686 4.39030 -0.2119 -0.0274 -0.4922 -0.179
H 0.90554 -0.07771 6.03662 0.0356 -0.0158 -0.0834 0.290
H 1.84853 1.77502 4.60892 -0.1255 -0.2818 0.0208 0.294
H 1.33266 1.73931 2.14940 0.0364 -0.0940 0.3743 0.215
H -0.87391 -1.78664 2.49997 -0.0065 -0.0007 0.2455 0.210
H -0.42567 -1.92714 4.96955 0.1260 0.1899 0.0156 0.294
```
Positions in Å, forces in eV/Å.

Output
Electronic energy in hartree: -1936.0122
Total charge: +3
Orbital gap in eV: 6.780
HOMO in eV: -21.19

***

Entry 4:
Density functional theory data (wB97M-V/def2-TZVPD) for a single C9H5N3S molecule.

XYZ file:
```
18
Properties=species:S:1:pos:R:3:forces:R:3:nbo_charge:R:1
N 0.37834 -0.99258 -4.73406 0.3196 -0.1264 -0.7372 -0.223
C -0.01916 -0.54756 -3.76012 -0.2794 -0.0635 0.9341 0.199
C -0.54728 -0.11136 -2.49069 -0.1403 0.8439 2.3610 -0.017
S -2.00138 0.65978 -2.36447 0.9151 -0.7140 -0.2599 0.034
N 0.31248 -0.38599 -1.39277 0.3950 -0.3924 -3.6789 -0.573
C 0.19010 0.03930 -0.09314 -1.6849 0.7367 2.1012 0.151
C -0.03807 1.37608 0.21242 1.3992 4.2690 -0.9672 -0.214
C -0.15810 1.81499 1.52629 -0.5506 0.2782 2.8271 -0.180
C -0.16573 0.75411 2.59980 -0.2411 3.9734 -1.8425 -0.185
C 0.03459 -0.53657 2.30648 -0.0238 -0.6631 0.5905 -0.179
C 0.14535 -0.86342 0.98350 1.1131 -1.7290 -2.1633 -0.167
C 0.39082 -2.25190 0.67286 0.8290 -8.6954 -3.5230 0.270
N 0.54289 -3.42804 0.26811 -1.0316 8.7358 3.1888 -0.292
H 1.26872 -0.57421 -1.68863 -0.2997 -0.4029 0.0897 0.416
H 0.14652 2.30992 -0.58193 -0.8392 -3.0670 1.7736 0.247
H -0.26365 3.05033 1.83833 0.3063 -4.0994 -1.0498 0.250
H -0.32887 0.99812 3.61520 -0.0117 0.6819 0.8358 0.221
H 0.11243 -1.31100 3.08281 -0.1749 0.4344 -0.4799 0.244
```
Positions in Å, forces in eV/Å.

Output
Electronic energy in hartree: -908.3114
Orbital gap in eV: 8.288
HOMO in eV: -9.51
ΔE to the lowest compared entry with this formula, charge and spin in kcal per mole: 15.0

***

Entry 5:
Density functional theory data (wB97M-V/def2-TZVPD) for a single C9H5NS molecule.

XYZ file:
```
16
Properties=species:S:1:pos:R:3:forces:R:3:nbo_charge:R:1
N -1.12936 3.22506 2.06420 2.2634 -3.9767 -5.0350 -0.321
C -0.73158 2.46446 1.19993 -0.9885 1.2427 4.4819 0.278
C -0.31123 1.32136 0.29044 -1.0682 1.1193 0.5428 -0.184
C -0.82910 1.45556 -0.96505 -3.4853 3.4292 0.4426 -0.396
S -0.61787 0.16138 -1.91593 -0.0502 -1.6136 -2.7909 0.519
C 0.19028 -0.69732 -0.69767 0.2090 -4.3330 -6.0895 -0.234
C 0.63774 -2.04680 -0.90946 -0.9714 1.6220 2.1371 -0.196
C 1.12845 -2.67589 0.17020 1.9001 -1.0608 -1.3934 -0.199
C 1.35864 -1.99097 1.35470 0.0934 -0.6363 1.6863 -0.220
C 0.74127 -0.80889 1.59334 0.2039 2.8517 -0.7864 -0.162
C 0.29551 -0.06459 0.40670 -0.4858 3.4593 7.3194 -0.060
H -1.75108 2.18910 -1.31429 3.1270 -1.4414 1.0749 0.279
H 0.44684 -2.68861 -1.69089 -0.5051 -0.4301 -2.3595 0.222
H 1.53963 -3.67708 -0.06590 -0.2986 0.5231 0.8812 0.219
H 2.01890 -2.47111 2.06788 -0.5443 -0.0063 0.4951 0.223
H 0.65726 -0.25133 2.54996 0.6007 -0.7493 -0.6066 0.233
```
Positions in Å, forces in eV/Å.

Output
Electronic energy in hartree: -798.8134
Orbital gap in eV: 9.125
HOMO in eV: -8.82
ΔE to the lowest compared entry with this formula, charge and spin in kcal per mole: 51.7

***

Entry 6:
Density functional theory data (wB97M-V/def2-TZVPD) for a molecular structure, C9H61F3N2O28S.

XYZ file:
```
104
Properties=species:S:1:pos:R:3:forces:R:3:lowdin_charge:R:1
O -2.40287 2.46850 1.50108 -0.0148 0.1440 0.0518 -0.003
C -2.78390 1.13634 1.17252 0.2595 0.5838 0.1807 -0.255
C -2.75065 0.24079 2.40556 -0.0365 -0.1998 -0.1356 -0.068
C -3.06960 -1.19789 2.11459 0.0990 0.3314 0.0771 -0.172
C -4.20161 -1.80876 2.54436 -0.2206 -0.2815 0.0549 -0.009
C -4.48459 -3.18015 2.25809 -0.0981 0.1077 0.0970 -0.049
C -3.63194 -3.94674 1.53569 0.0866 -0.1105 -0.0531 -0.021
C -2.44057 -3.34179 1.07804 0.2497 0.0488 -0.1769 -0.375
N -1.45891 -3.93298 0.37073 -0.0992 -0.2183 0.0869 -0.222
S -0.33314 -2.83825 0.12787 0.3004 0.1143 -0.1044 1.087
N -0.97648 -1.57056 0.86628 -0.0140 -0.0567 -0.1239 -0.200
C -2.15561 -1.97811 1.36332 -0.0416 -0.1320 -0.0498 -0.310
C -4.17942 1.26116 0.58010 -0.1315 -0.0921 -0.2096 -0.570
F -5.11390 1.47961 1.52394 0.0999 0.0236 -0.0955 0.151
F -4.25831 2.27675 -0.30049 0.0281 -0.1662 0.1363 0.145
F -4.51645 0.13497 -0.06799 -0.0163 0.0894 0.0256 0.154
H -1.78050 2.44625 2.23469 0.0296 -0.0534 0.0123 0.107
H -2.10412 0.76243 0.40686 -0.1733 -0.1840 -0.1660 0.148
H -3.44011 0.63598 3.14840 0.0058 0.0466 0.0734 0.132
H -1.73235 0.28710 2.79875 0.0307 0.0680 0.0630 0.137
H -4.91818 -1.24450 3.12561 -0.0464 0.0322 0.0239 0.122
H -5.39901 -3.61726 2.63190 -0.0730 0.0500 0.0473 0.108
H -3.81221 -4.98671 1.30973 -0.1234 -0.0476 0.0198 0.115
O -2.34536 5.36191 0.04857 0.1238 -0.0793 -0.0667 -0.048
H -2.02369 4.49598 0.33093 -0.0795 -0.1490 0.0090 0.042
H -3.30661 5.29263 0.11859 -0.0027 0.0928 0.1070 0.046
O 0.57644 -0.25399 -1.78721 -0.1589 -0.1123 0.1756 -0.073
H 1.43543 -0.25743 -1.34325 0.1138 0.2454 -0.2238 0.012
H -0.06717 -0.35897 -1.07727 0.0320 0.0490 0.0319 -0.013
O -0.44845 -4.26120 3.64842 0.0387 -0.0290 -0.0747 -0.051
H -0.14609 -5.17143 3.54272 -0.0062 -0.0719 0.0934 0.012
H -1.00243 -4.11141 2.87597 -0.0295 0.0021 0.0393 -0.014
O -1.56616 6.91846 -2.32298 0.0448 -0.0451 -0.1592 -0.061
H -1.42896 7.48020 -1.55370 -0.0843 0.1021 -0.0421 0.031
H -2.00058 6.14004 -1.95127 0.1432 0.0213 0.2519 0.000
O -0.53013 -7.47394 3.06950 -0.0066 0.0941 -0.1131 -0.048
H -0.21623 -8.37768 2.96812 0.0471 0.0043 0.0497 0.042
H -1.09270 -7.32493 2.30263 -0.0359 -0.0076 0.0192 0.036
O 0.68717 6.92943 0.28344 -0.2909 0.0658 0.0560 -0.045
H 0.85673 6.80939 -0.65711 0.0785 -0.0624 0.0147 0.050
H -0.21035 6.59671 0.40535 -0.0583 -0.0527 -0.0966 0.016
O -4.10126 6.93780 1.62499 0.0090 -0.1095 0.1531 -0.046
H -4.37883 6.96392 2.54634 -0.0657 0.0463 -0.0201 0.060
H -3.14388 6.83463 1.65554 0.0025 -0.0203 -0.0986 0.032
O -6.39432 8.40671 0.42452 -0.0339 0.0263 -0.0049 -0.064
H -5.84077 7.64941 0.64943 0.0680 0.0910 -0.0099 -0.012
H -6.15777 8.61499 -0.48337 -0.0344 0.0150 -0.0127 0.030
O 2.33915 -3.86191 -1.21616 0.0255 0.2518 0.1596 -0.111
H 2.76643 -4.72101 -1.13850 -0.1491 -0.1022 -0.1015 0.014
H 2.61479 -3.55694 -2.08670 0.0311 -0.1498 -0.0636 0.012
O -4.42957 6.19283 -2.99999 -0.0337 -0.0873 0.0997 -0.051
H -4.12769 5.28080 -2.94057 -0.0471 -0.0338 -0.1238 0.040
H -3.65826 6.68416 -3.31127 0.0035 0.0767 0.1255 0.026
O 1.32965 -6.78410 -1.17527 0.0116 -0.0422 0.0676 -0.048
H 1.67464 -7.32820 -0.45801 -0.0244 -0.0777 -0.0435 0.044
H 0.52780 -6.38324 -0.82270 0.0416 0.1324 -0.0321 0.041
O 3.84918 -4.71529 -3.73099 0.0309 0.1505 -0.0522 -0.052
H 4.13483 -5.62824 -3.82689 -0.0044 -0.0114 0.0591 0.046
H 3.26285 -4.56792 -4.48386 -0.1189 -0.0779 -0.1556 0.004
O 1.64709 -9.54685 -1.63252 -0.0365 -0.1024 -0.1028 -0.077
H 1.25718 -8.80018 -2.10224 0.0632 0.0948 0.0955 0.014
H 1.62469 -10.28829 -2.24914 -0.0047 -0.1003 0.0649 0.001
O -1.60280 -0.10780 -3.86308 -0.0192 -0.0087 0.0360 -0.069
H -0.74764 -0.11815 -3.41524 0.0952 -0.0055 0.0205 -0.003
H -2.25228 -0.20427 -3.15702 -0.0356 0.0056 -0.0335 -0.003
O 2.28403 -4.54901 -6.41614 0.1371 0.1410 -0.0782 -0.045
H 1.85264 -3.81150 -6.87117 -0.0412 0.1671 0.0552 0.028
H 2.26545 -5.26908 -7.05385 0.0207 -0.0425 0.0400 0.057
O 1.75374 -1.64613 -7.69902 0.0479 -0.1114 0.1172 -0.053
H 2.53588 -1.27017 -7.27874 0.1262 -0.1103 -0.1164 0.027
H 1.28456 -0.89703 -8.07648 -0.0797 -0.0353 0.0275 0.043
O 1.79913 5.55842 2.71056 -0.1374 0.0722 0.1570 -0.079
H 2.49914 6.10571 3.08892 0.0431 -0.0538 0.0116 -0.001
H 1.30172 6.14991 2.13161 0.2568 -0.0743 -0.1798 -0.010
O 4.07888 6.06424 4.55718 -0.0257 -0.0573 0.0824 -0.051
H 4.18898 6.67769 5.29458 -0.0059 0.0778 -0.0642 0.028
H 3.60566 5.31048 4.92596 -0.0281 -0.0139 -0.0529 0.054
O -7.11451 5.51584 -1.23008 0.1285 -0.0623 0.0582 -0.055
H -6.81111 4.60675 -1.14848 -0.0412 -0.0213 -0.0062 0.025
H -6.34268 5.99652 -1.55220 -0.0134 0.0340 -0.1408 -0.002
O 6.16819 7.24816 6.06308 0.0382 -0.0297 0.0320 -0.057
H 6.29107 6.53693 5.42234 -0.0533 0.0055 -0.0210 0.044
H 6.96811 7.77920 5.98940 -0.0051 0.0195 0.0018 0.046
O 8.27970 6.83793 8.05538 -0.1393 -0.0135 -0.0451 -0.056
H 8.59115 6.00034 8.40934 0.0937 0.0582 0.0634 0.055
H 7.31666 6.76464 8.03823 0.0089 -0.0720 -0.1256 0.036
O 1.72370 -12.53281 -2.54624 0.1060 -0.1420 0.0354 -0.045
H 1.96673 -12.77406 -1.64414 -0.0936 0.1156 0.0615 0.054
H 1.00079 -13.13181 -2.76381 -0.0659 0.0830 -0.0269 0.061
O -4.37245 -0.01512 -3.21142 -0.0269 0.0206 -0.0668 -0.058
H -4.17617 -0.00043 -4.15498 0.0473 0.0202 0.0060 0.043
H -5.31481 -0.19517 -3.15242 0.0024 -0.0204 0.0643 0.043
O 4.78902 -2.49981 -6.94513 -0.1830 0.1244 0.0946 -0.053
H 5.02013 -2.11456 -6.09411 0.0935 -0.0650 0.0127 0.039
H 4.25780 -3.27408 -6.71990 -0.0495 -0.0722 -0.0238 0.005
O 8.22073 9.62420 8.88019 -0.0457 0.0043 -0.0927 -0.066
H 7.79239 10.20365 8.24469 0.0146 0.0198 0.0025 0.026
H 8.31602 8.76810 8.43775 0.1007 0.0047 0.1849 -0.018
O 3.56133 -14.94169 -2.20899 -0.0856 0.0188 0.0861 -0.061
H 4.34849 -14.58023 -1.79143 0.0364 -0.0200 -0.0410 0.036
H 3.13015 -14.18674 -2.62736 0.1107 0.0393 -0.1159 -0.005
O 3.46673 0.36993 -1.38558 0.0458 -0.1933 0.0100 -0.041
H 4.01449 -0.41219 -1.50915 -0.0006 -0.0137 0.0475 0.047
H 4.03892 1.11015 -1.60674 -0.0819 0.0717 0.0121 0.048
```
Positions in Å, forces in eV/Å.

Output
Electronic energy in hartree: -3293.5863
Orbital gap in eV: 8.640
HOMO in eV: -9.49

***

Q: Look up the electronic energy of the fifth one.
A: -798.8134 hartree

***

Q: electronic energy of number 2 (C9H5InNO4S)?
A: -1288.7874 hartree